{
  "formula": "C39H35F2N5O10PS2W",
  "method": "ωB97M-V/def2-TZVPD",
  "species": ["W", "S", "C", "N", "C", "C", "N", "C", "C", "C", "C", "C", "C", "C", "C", "S", "C", "C", "C", "C", "C", "C", "C", "H", "H", "H", "H", "H", "H", "H", "H", "H", "H", "H", "H", "H", "H", "H", "H", "H", "H", "O", "N", "O", "C", "C", "C", "C", "C", "C", "N", "C", "C", "N", "C", "C", "C", "C", "H", "H", "H", "H", "H", "H", "H", "O", "C", "C", "O", "C", "C", "O", "C", "O", "O", "F", "C", "F", "H", "C", "O", "P", "O", "C", "O", "C", "H", "H", "H", "H", "H", "H", "H", "H", "H"],
  "xyz": [[-0.943, -0.507, 1.302], [1.726, -0.020, 0.731], [2.013, 1.052, -0.579], [3.141, 1.098, -1.258], [3.262, 2.072, -2.334], [2.607, 3.384, -1.928], [1.235, 3.138, -1.524], [0.202, 4.117, -1.807], [-0.751, 3.564, -2.852], [-2.051, 3.211, -2.504], [-2.894, 2.638, -3.441], [-2.442, 2.411, -4.730], [-1.165, 2.806, -5.093], [-0.318, 3.376, -4.159], [0.959, 2.021, -0.886], [-0.618, 1.717, -0.307], [4.236, 0.167, -1.103], [4.629, -0.420, -2.444], [5.902, -0.240, -2.972], [6.241, -0.833, -4.177], [5.311, -1.585, -4.875], [4.036, -1.758, -4.357], [3.695, -1.172, -3.152], [2.794, 1.683, -3.247], [4.322, 2.218, -2.548], [2.625, 4.083, -2.767], [3.141, 3.854, -1.090], [0.675, 5.041, -2.140], [-0.353, 4.312, -0.884], [-2.412, 3.413, -1.507], [-3.907, 2.383, -3.168], [-3.088, 1.940, -5.454], [-0.829, 2.685, -6.110], [0.661, 3.712, -4.467], [3.931, -0.614, -0.403], [5.085, 0.704, -0.667], [6.646, 0.331, -2.439], [7.239, -0.716, -4.567], [5.579, -2.046, -5.812], [3.318, -2.361, -4.891], [2.708, -1.320, -2.735], [-6.087, 0.234, 6.459], [-5.053, 0.748, 6.783], [-4.769, 1.245, 7.832], [-3.980, 0.795, 5.750], [-3.067, 1.797, 5.850], [-2.049, 1.964, 4.869], [-1.074, 2.974, 4.941], [-0.166, 3.087, 3.909], [-0.259, 2.234, 2.813], [-1.159, 1.250, 2.708], [-2.003, 1.077, 3.766], [-2.849, -0.078, 3.767], [-2.583, -1.031, 2.833], [-3.366, -2.110, 2.807], [-4.460, -2.275, 3.655], [-4.738, -1.322, 4.609], [-3.889, -0.203, 4.723], [-3.126, 2.490, 6.681], [-1.032, 3.629, 5.799], [0.609, 3.837, 3.928], [0.423, 2.362, 1.978], [-3.122, -2.878, 2.079], [-5.075, -3.157, 3.560], [-5.596, -1.432, 5.260], [2.335, -4.837, 4.129], [1.732, -3.990, 3.561], [1.759, -2.464, 3.877], [2.494, -1.873, 4.606], [0.688, -1.915, 3.000], [0.127, -2.873, 2.198], [-0.879, -2.456, 1.415], [0.757, -4.193, 2.366], [0.612, -5.167, 1.681], [0.178, -0.696, 2.874], [-3.838, 0.471, 1.242], [-2.835, 0.144, 0.369], [-3.007, -1.269, 0.174], [-3.151, 0.586, -0.603], [-2.033, -3.886, -0.962], [-1.347, -2.772, -1.559], [-0.430, -1.674, -0.889], [-0.161, -0.734, -2.155], [-0.242, -1.109, -3.553], [0.966, -2.422, -0.546], [1.409, -3.666, -1.155], [-2.041, -4.667, -1.720], [-3.060, -3.596, -0.739], [-1.535, -4.248, -0.062], [0.713, -0.869, -4.016], [-1.034, -0.517, -4.008], [-0.466, -2.167, -3.663], [0.999, -4.515, -0.608], [2.493, -3.682, -1.064], [1.117, -3.720, -2.202]],
  "lumo_energy_ev": -10.8,
  "de_lowest_ev": 1.590,
  "energy_ev": -107128.1237,
  "total_charge": 3
}